Entry 1:
Entry from the OMol25 dataset: a molecular structure, C31H42N8O8Pt at a distorted geometry (ωB97M-V with the def2-TZVPD basis set).

The geometry in XYZ format:
```
90
Properties=species:S:1:pos:R:3:forces:R:3
Pt 1.4709 1.0070 0.2386 1.0179 -1.2920 1.4975
N 3.1746 0.3779 -1.1039 -1.1150 0.3691 -0.2548
C 4.3483 -0.0812 -0.3634 -0.0103 -0.0747 0.1723
C 5.6852 0.3025 -0.9956 0.0083 0.1027 -0.0028
C 5.8939 1.7863 -1.3335 0.0933 -0.1519 0.0467
C 6.1890 2.7366 -0.1681 -0.1566 0.0029 -0.0201
N 5.0523 3.0595 0.6975 -0.0067 -0.1464 -0.0260
C 3.9309 3.6512 0.2842 0.2360 0.3551 -0.1420
N 2.8688 3.6915 1.0859 0.0047 0.0971 0.1267
N 3.8810 4.2818 -0.8940 0.2569 0.0219 0.4031
C 4.2383 0.4046 1.0759 0.1365 -0.1253 0.1225
O 5.2267 0.4217 1.7983 -0.0423 0.0131 -0.0374
O 3.0707 0.7961 1.4486 0.2382 0.1176 0.0410
H 2.8426 -0.2697 -1.8083 0.0989 0.0159 -0.0431
H 3.3521 1.2466 -1.5949 -0.0446 -0.0984 -0.1057
H 4.3113 -1.1703 -0.3023 -0.0648 -0.0586 -0.0116
H 5.8116 -0.2700 -1.9174 -0.0380 0.0091 -0.0044
H 6.4590 -0.0257 -0.3000 0.0296 0.0027 -0.0302
H 5.0603 2.1662 -1.9306 0.0690 0.0055 -0.0679
H 6.7702 1.8332 -1.9841 -0.0392 0.0597 -0.0560
H 6.6167 3.6672 -0.5517 -0.0061 -0.0056 0.0023
H 6.9394 2.2851 0.4773 -0.0092 0.0398 0.0516
H 5.0266 2.5783 1.5879 -0.0296 -0.0043 -0.0314
H 2.7658 2.9969 1.8167 -0.0323 -0.0315 -0.0681
H 2.0121 4.0674 0.7115 0.0055 -0.0419 0.0009
H 4.6872 4.2866 -1.4908 0.0287 0.0157 0.0148
H 2.9629 4.3858 -1.3297 -0.1297 -0.1331 -0.2230
O 1.8436 3.2212 -3.8752 0.0900 0.0163 0.0965
N 1.6051 2.7205 -2.7840 -0.1187 -0.2455 -0.1814
O 1.5243 3.4602 -1.7491 -0.2141 -0.0733 -0.0589
O 1.4455 1.4827 -2.6484 0.0059 0.7606 -0.5770
C -4.7596 -0.8818 -5.2626 -0.0062 -0.0085 0.0193
C -4.4754 -1.5872 -3.9442 0.0969 0.0485 -0.0395
N -3.9947 -0.6708 -2.9099 -0.0585 0.0198 0.0135
C -4.8930 -0.3768 -1.8000 -0.0023 0.0144 -0.0539
C -6.1185 0.4223 -2.2218 0.0221 -0.0073 0.0265
C -2.6822 -0.3296 -2.9589 -0.0753 -0.0031 0.0820
O -1.9134 -0.7878 -3.7882 0.0040 -0.0590 0.0123
C -2.1646 0.6907 -1.9808 0.0454 0.0596 -0.0791
C -2.7353 1.9430 -1.8075 -0.0382 0.0395 0.0301
C -2.0846 2.8819 -1.0273 0.0005 -0.0237 -0.0120
C -0.8819 2.5466 -0.4401 -0.1626 -0.0685 -0.1714
N -0.3404 1.3319 -0.5952 0.3400 0.1470 -0.7352
C -0.9529 0.4348 -1.3690 -0.0799 -0.1240 0.1084
H -5.1239 -1.5978 -6.0005 -0.0007 0.0107 -0.0069
H -3.8449 -0.4316 -5.6462 -0.0067 0.0073 -0.0032
H -5.5108 -0.1005 -5.1396 -0.0045 -0.0075 -0.0047
H -3.7084 -2.3457 -4.1014 -0.0476 -0.0577 0.0281
H -5.3731 -2.0723 -3.5591 0.0088 -0.0097 0.0121
H -4.3408 0.1528 -1.0284 0.0031 -0.0385 0.0313
H -5.2121 -1.3267 -1.3591 0.0201 0.0013 0.0279
H -5.8309 1.3481 -2.7227 -0.0080 0.0037 0.0054
H -6.7167 0.6765 -1.3458 -0.0112 -0.0112 -0.0048
H -6.7497 -0.1485 -2.9040 0.0025 0.0216 -0.0188
H -3.6718 2.1896 -2.2920 0.0090 -0.0066 -0.0154
H -2.4919 3.8711 -0.8774 0.0102 0.0064 -0.0083
H -0.3407 3.2513 0.1690 0.0197 -0.0247 0.0284
H -0.4607 -0.5176 -1.5040 0.0568 0.0424 -0.0372
C 1.5526 -5.8116 3.3513 -0.0838 0.0092 -0.0027
C 0.4494 -4.7998 3.5317 0.0105 -0.0205 0.0340
C -0.5056 -4.9952 4.5198 0.0238 -0.0683 -0.0326
C -1.5111 -4.0642 4.7177 -0.0669 0.0369 -0.0238
C -1.5521 -2.9137 3.9536 0.1044 0.0596 0.1629
C -0.5945 -2.6922 2.9639 0.1377 0.0129 0.1457
N -0.5714 -1.4703 2.2384 0.0801 0.0440 0.0068
C -1.7057 -0.6872 2.0905 -0.2689 0.5537 -0.1855
C -2.9173 -1.3693 1.8737 0.0712 0.0932 -0.1650
C -4.1154 -0.7068 1.7513 -0.1021 -0.1429 -0.0100
C -4.1617 0.6774 1.8229 -0.1159 0.1263 -0.0171
C -2.9840 1.3704 1.9895 0.0996 0.0089 0.0065
C -1.7406 0.7377 2.1187 0.1995 -0.5423 -0.0143
C -0.5928 1.7168 2.2996 0.2793 0.1133 -0.1076
O -0.8522 2.8293 2.7099 -0.0664 0.1589 0.1928
O 0.6666 1.4115 2.0054 -0.9794 -0.3233 0.1910
C 0.3893 -3.6602 2.7215 -0.2105 0.0861 0.0252
C 1.3724 -3.4629 1.6120 -0.0512 -0.0190 -0.1774
H 1.5250 -6.5478 4.1532 0.0065 -0.0035 -0.0073
H 2.5332 -5.3329 3.3625 0.0071 -0.0299 -0.0088
H 1.4568 -6.3474 2.4038 0.0254 0.0066 -0.0011
H -0.4594 -5.8862 5.1341 0.0043 0.0125 0.0171
H -2.2547 -4.2226 5.4884 0.0018 0.0115 0.0015
H -2.3092 -2.1646 4.1422 0.0412 -0.0420 0.0519
H 0.3104 -0.9849 2.1905 0.1219 0.0989 0.0693
H -2.8894 -2.4485 1.7992 -0.0118 0.0406 0.0079
H -5.0226 -1.2780 1.5951 -0.0097 -0.0103 0.0003
H -5.1039 1.2057 1.7541 0.0061 0.0125 -0.0285
H -2.9870 2.4510 2.0452 -0.0057 -0.0486 0.0103
H 0.9087 -2.9348 0.7773 0.0157 0.0093 0.0021
H 1.7590 -4.4157 1.2516 0.0060 0.0826 -0.0142
H 2.2131 -2.8662 1.9508 0.3308 0.1785 0.0019
```
Forces are in eV/Å.

Calculated values
- total charge = 0
- ΔE to the lowest compared entry with this formula, charge and spin (kJ/mol) = 115.76

=====

Entry 2:
Entry from the OMol25 dataset: a molecular structure, C7H10N2 at a distorted geometry (ωB97M-V with the def2-TZVPD basis set).

The geometry in XYZ format:
```
19
Properties=species:S:1:pos:R:3:forces:R:3
C -1.7760 -0.1245 -0.3893 -2.1839 -2.4612 -0.9460
C -0.7164 -1.1673 0.1952 -3.5727 -1.7423 -1.6140
C 1.4247 -0.5869 -0.4186 4.3892 -0.1220 1.1672
C 1.3484 0.9632 -0.3556 -0.3041 -1.0818 1.1887
C -0.0912 1.5266 -0.5560 -0.6327 4.7337 -2.1544
C -0.3525 -0.0877 1.0750 1.1829 3.1316 5.3357
C 1.1112 0.0906 0.8794 0.2514 0.0278 -1.1535
H -2.7306 -0.4606 0.0582 0.3473 0.5389 0.6821
H -2.2282 -0.1263 -1.4605 1.9077 0.7062 1.0737
H -1.3336 -1.9650 0.6410 0.8493 -0.3576 -0.2720
H 0.0713 -1.8263 -1.4737 0.1871 -0.1714 -1.8300
H 2.5675 -0.9418 -0.3621 -2.7098 0.4415 -0.7040
H 2.3772 1.5124 -0.1621 -2.5259 -0.6130 -1.4819
H -0.6114 1.7075 -1.6439 1.7720 -1.1017 2.1784
H 0.0268 2.6166 -0.2845 -0.0844 -0.8700 -0.0315
H -0.4240 -0.0165 2.2806 -0.8895 -0.7938 -2.8334
H 1.7847 -0.1333 1.6649 0.5159 0.5884 0.7826
N 0.4347 -1.5823 -0.5971 -0.9253 0.5445 1.3273
N -1.1759 1.0036 0.3344 2.4255 -1.3978 -0.7150
```
Forces are in eV/Å.

Calculated values
- total charge = 0
- ΔE to the lowest compared entry with this formula, charge and spin (kJ/mol) = 506.58

=====

Entry 3:
Entry from the OMol25 dataset: a single CH3NO2S2 molecule at a distorted geometry (ωB97M-V with the def2-TZVPD basis set).

The geometry in XYZ format:
```
9
Properties=species:S:1:pos:R:3:forces:R:3
C -0.0200 0.1442 -0.0274 1.2945 2.3566 0.3309
S -1.5209 1.1494 -0.5071 1.6428 -0.0686 0.9499
N -2.4744 -0.0785 -0.6635 -1.5943 -1.1985 0.4772
S -3.9021 -0.2345 0.2482 1.0558 0.1491 -1.5613
O -4.6569 -1.2789 -0.4131 -0.2670 0.7999 0.7808
O -4.4114 1.0556 0.6583 -0.5637 -0.5897 -0.0182
H 0.8121 0.3876 -0.6979 -0.2664 -0.1631 -0.2322
H -0.3338 -0.8666 -0.1642 -0.0658 -0.5974 0.3129
H 0.4212 0.4516 0.9822 -1.2359 -0.6884 -1.0401
```
Forces are in eV/Å.

Calculated values
- SMILES = CSN=S(=O)=O
- total charge = 0
- ΔE to the lowest compared entry with this formula, charge and spin (kJ/mol) = 245.02

=====

Entry 4:
Entry from the OMol25 dataset: 2 unconnected molecules or ions with the total composition C12H26BrFNO4 at a distorted geometry (ωB97M-V with the def2-TZVPD basis set).

The geometry in XYZ format:
```
45
Properties=species:S:1:pos:R:3:forces:R:3
O -0.7594 7.1347 0.4670 1.2499 3.9266 -0.1017
C -1.1284 6.0507 0.5312 -0.1203 -0.6443 -0.2365
O -2.4245 5.7670 0.9669 0.5169 -2.1127 -0.2410
F -2.9601 6.9509 1.4077 -0.2867 0.5580 0.1680
O -0.3289 5.0559 0.1493 -1.9272 -1.4849 0.5945
C -0.8286 3.7401 0.4625 0.9045 -1.5700 0.0969
C -0.3684 3.2718 1.8833 -0.6827 -0.0537 -0.7771
C -1.5345 2.9463 2.8317 1.2420 0.1667 0.2195
Br -2.4939 1.3671 2.1389 0.0117 0.4806 0.1771
H -0.3367 3.0593 -0.2495 -0.1763 0.5110 -0.0390
H -1.9070 3.6095 0.2988 0.2646 0.4293 0.1443
H 0.2055 2.3405 1.7619 -0.0111 0.3783 0.1243
H 0.3209 4.0396 2.2637 -0.3514 -0.2036 0.2423
H -2.2037 3.7960 2.9946 -0.1576 -0.4535 -0.2228
H -1.0965 2.6291 3.7858 -0.4538 0.0426 -0.1744
C 2.0837 -2.2745 -2.6041 0.3535 0.1117 0.1258
C 1.0229 -2.9362 -1.7464 -0.0938 0.0917 -0.2863
N 1.1868 -2.7498 -0.2498 0.3833 -0.3978 0.3239
C 2.4417 -3.4892 0.1640 -0.1974 0.2371 -0.0641
C 0.0641 -3.4641 0.4910 -0.3620 0.1041 -0.1796
C -1.3437 -2.9149 0.3169 -0.0204 0.0944 0.2331
C 1.3942 -1.3113 0.2013 -0.1582 0.0612 -0.2492
C 0.3520 -0.2683 -0.1817 0.0511 0.2393 -0.1576
O 0.2890 -0.0713 -1.5783 -0.2322 -0.1477 0.2178
C -1.0246 0.0153 -2.1227 0.0655 -0.0497 -0.2438
H 3.0811 -2.6723 -2.4121 -0.0569 -0.0998 -0.0800
H 1.8573 -2.4676 -3.6529 -0.0600 -0.0708 0.0678
H 2.1229 -1.1961 -2.4791 -0.1511 -0.0113 0.0004
H 1.0411 -4.0137 -1.9209 -0.0388 -0.0043 0.2067
H 0.0327 -2.5864 -2.0196 0.0270 0.1321 0.0869
H 2.3456 -4.5280 -0.1424 0.0298 0.0287 0.0180
H 2.5382 -3.4200 1.2452 0.0207 -0.0258 -0.0365
H 3.3002 -3.0271 -0.3128 -0.0079 -0.0501 0.0169
H 0.3296 -3.4553 1.5478 0.1204 -0.0090 -0.0556
H 0.0888 -4.4963 0.1408 0.1881 0.0473 -0.0169
H -1.5218 -2.0681 0.9757 -0.0389 0.0511 -0.0964
H -2.0548 -3.6814 0.6270 0.1074 -0.0834 -0.0709
H -1.5851 -2.6416 -0.7080 -0.0119 0.0019 -0.0010
H 2.3578 -1.0096 -0.2081 -0.0197 -0.0399 0.0224
H 1.4817 -1.3484 1.2883 -0.0140 -0.0132 -0.0244
H 0.6763 0.6810 0.2614 0.1539 -0.1739 0.2410
H -0.6228 -0.4766 0.2493 -0.0385 -0.0490 -0.0759
H -1.7796 0.2534 -1.3710 0.0764 0.0356 0.0523
H -1.2829 -0.9316 -2.6071 -0.1213 0.0022 0.0163
H -1.0285 0.7918 -2.8854 0.0237 0.0168 0.0345
```
Forces are in eV/Å.

Calculated values
- total charge = +1

=====

Entry 5:
Entry from the OMol25 dataset: a molecular structure, CF5Li2O3P at a distorted geometry (ωB97M-V with the def2-TZVPD basis set).

The geometry in XYZ format:
```
12
Properties=species:S:1:pos:R:3:forces:R:3
P -0.1840 -0.0702 -1.6002 0.5997 -0.2108 -0.9924
F -0.2709 -1.3543 -2.5074 0.2008 0.9132 0.9383
F 2.9428 -1.2500 1.5141 -0.5447 0.8097 -0.0763
F -1.2644 0.6551 -2.5448 0.5689 -0.3732 0.5891
F 0.8647 1.0495 -1.9750 -0.8045 -0.3548 0.1833
F 1.0395 -0.7562 -0.7473 -1.1383 0.1422 -0.3088
O -1.2002 0.0060 -0.3769 0.3871 -0.1098 -0.3215
O -2.0288 0.1206 1.6692 0.0698 -0.0768 0.4376
C -1.0133 0.2190 0.9881 -0.2881 0.3265 -0.2462
O 0.1061 0.5994 1.3941 0.4161 0.2041 0.3947
Li -0.8854 0.7790 3.1955 -0.0331 -0.3129 -0.7095
Li 1.8939 0.0022 0.9905 0.5663 -0.9575 0.1117
```
Forces are in eV/Å.

Calculated values
- total charge = 0
- ΔE to the lowest compared entry with this formula, charge and spin (kJ/mol) = 13.74

=====

| no. | energy (a.u.) |
| --- | --- |
| 1 | -2365.77708 |
| 2 | -382.05921 |
| 3 | -1041.39799 |
| 4 | -3502.02249 |
| 5 | -1119.89302 |